Density functional theory data (the ωB97M-V functional and the def2-TZVPD basis) for a 5-piece molecular cluster, C44H68IN7O8 overall.

Output
Frontier orbital gap in eV: 7.829
SMILES: CCCCCCCCCCCCCCCCCC[C@@H](O[C@H](I)N=C=O)[C@@H](COC(C)=O)O[C@@H](CON=O)OC#N.c1cc[nH]c1.c1cc[nH]c1.c1cc[nH]c1.c1cc[nH]c1
DFT total energy in eV: -81633.626
Highest occupied orbital energy in eV: -8.24

XYZ file:
```
128
Properties=species:S:1:pos:R:3:forces:R:3
C 3.153260 3.714391 3.450081 -0.22 0.23 -0.10
C 2.993387 4.569247 2.109308 0.27 -1.90 0.36
C 3.497106 3.656530 0.927226 0.99 0.21 0.08
C 3.981610 4.450404 -0.343559 -1.33 0.23 0.01
C 3.829281 3.641184 -1.678845 1.15 0.21 -0.16
C 4.471417 2.198869 -1.636103 -0.36 0.00 -1.01
C 5.924848 2.194606 -2.229989 -0.28 0.07 -0.24
C 6.602083 0.769832 -2.339959 0.16 0.08 0.64
C 5.812336 -0.397270 -1.650672 1.20 -0.63 0.19
C 6.144526 -0.427373 -0.101777 -0.08 -0.35 -0.49
C 5.091903 -1.189288 0.765049 0.86 -0.18 1.13
C 5.236710 -2.765811 0.722447 -0.52 -0.21 -0.85
C 3.835917 -3.465821 0.551969 0.45 -0.47 1.12
C 2.783485 -3.037110 1.651295 -1.10 0.00 -1.27
C 1.344081 -3.109764 0.952974 1.02 0.01 1.17
C 0.170416 -3.332211 1.976648 -0.53 -0.32 -0.95
C -1.044355 -2.381733 1.653341 -0.20 -0.59 0.12
C -1.457571 -2.360690 0.144082 -0.85 0.36 -0.09
C -2.579452 -1.273264 -0.116666 2.48 0.19 0.37
O -3.633706 -1.341987 0.847034 -0.65 -0.34 -1.70
C -4.889012 -1.084054 0.297761 0.09 -0.44 1.23
I -5.909536 0.357873 1.618438 0.23 -0.06 -0.36
N -5.724443 -2.332467 0.326248 0.16 2.09 -0.46
C -6.648535 -2.176616 -0.475600 2.05 -1.91 1.00
O -7.389904 -2.289195 -1.335153 -1.97 0.46 -1.25
C -1.845731 0.165733 0.010109 -1.40 -0.41 -1.62
C -2.055086 0.951843 -1.343853 -0.08 1.21 -0.04
O -0.879608 0.947503 -2.186874 -1.10 -0.48 -0.51
C -0.898031 -0.107842 -3.096865 0.36 -0.63 -0.40
C -1.804196 -0.128883 -4.371104 0.13 0.88 0.86
O -0.165131 -1.027978 -2.882830 0.14 -0.16 -0.04
O -2.537922 0.888267 1.039743 1.48 0.27 0.75
C -1.662389 1.524427 1.927991 0.46 0.79 -0.45
C -1.301989 2.962336 1.424023 0.10 -0.25 -0.39
O -0.262587 2.855226 0.392769 -0.76 -0.25 0.92
N -0.302171 4.074398 -0.273826 0.77 0.26 -1.01
O 0.505973 4.117326 -1.121938 -0.49 0.00 0.51
O -2.379785 1.699230 3.194799 1.30 0.35 0.72
C -1.493235 1.923147 4.171505 -2.39 -0.94 -2.12
N -0.784276 2.001580 5.060291 0.98 0.41 1.02
H 2.224600 3.725836 4.068758 0.70 0.12 -0.37
H 3.361746 2.635126 3.220740 -0.13 0.99 0.15
H 3.990758 4.110999 4.072268 -0.62 -0.39 -0.44
H 1.903947 4.762968 1.973621 0.88 0.42 -0.04
H 3.621380 5.485767 2.180500 -0.77 -0.47 -0.17
H 2.738618 2.864992 0.673174 0.50 0.87 0.13
H 4.387105 3.088674 1.323301 -0.80 0.42 -0.37
H 3.317472 5.358300 -0.428504 0.61 -0.71 -0.01
H 5.015719 4.865523 -0.199738 -0.82 -0.64 -0.11
H 2.776613 3.611016 -2.063228 0.84 -0.06 0.77
H 4.404299 4.211329 -2.462272 -0.60 -0.46 0.56
H 3.831705 1.558852 -2.306047 0.60 0.41 0.64
H 4.441371 1.717634 -0.630768 -0.01 0.52 -0.63
H 6.567834 2.895383 -1.636717 -0.49 -0.59 -0.42
H 5.859875 2.634896 -3.262894 0.05 -0.29 0.93
H 7.588911 0.839003 -1.800638 -0.79 -0.22 -0.60
H 6.853989 0.499837 -3.392573 -0.39 0.33 0.67
H 6.241349 -1.355532 -2.061071 -0.56 0.80 0.24
H 4.722869 -0.430960 -1.879649 0.75 0.30 0.29
H 7.120783 -0.981453 -0.002192 -0.81 0.55 -0.01
H 6.368362 0.607915 0.275466 -0.57 -0.84 -0.27
H 4.030928 -0.897702 0.575055 0.87 -0.04 -0.23
H 5.299534 -0.900756 1.834887 -0.39 -0.12 -0.92
H 5.755400 -3.168687 1.633783 -0.53 0.51 -0.72
H 5.861336 -3.093696 -0.154267 -0.42 0.46 0.74
H 3.974966 -4.577289 0.683823 -0.07 0.94 -0.24
H 3.420138 -3.354477 -0.485913 0.42 0.35 0.95
H 2.794493 -3.704964 2.545188 0.21 0.48 -0.67
H 2.893150 -1.977415 1.980284 0.25 -0.86 -0.04
H 1.211776 -2.122652 0.439676 0.11 -0.95 0.13
H 1.437603 -3.933238 0.195030 -0.59 0.82 0.55
H 0.488184 -3.227593 3.048091 -0.20 0.12 -1.02
H -0.206352 -4.392379 1.865793 0.38 1.01 0.22
H -0.817777 -1.337990 2.005180 -0.18 -0.87 -0.29
H -1.937691 -2.760647 2.218265 0.77 0.60 -0.33
H -0.624445 -2.079523 -0.552650 -0.64 -0.31 0.66
H -1.854783 -3.347462 -0.205257 0.39 0.60 0.49
H -2.915223 -1.387634 -1.177660 -0.16 -0.01 0.94
H -4.864722 -0.646692 -0.726682 0.19 -0.17 0.80
H -0.744789 0.072911 0.162039 -0.85 0.06 0.16
H -2.916982 0.593990 -1.959541 0.46 0.08 0.72
H -2.265661 2.029929 -1.116477 0.23 -0.99 -0.10
H -1.864354 0.899271 -4.801381 -0.24 -0.81 0.36
H -1.357196 -0.815457 -5.121884 -0.34 0.39 0.78
H -2.812892 -0.497138 -4.042921 0.80 0.41 -0.56
H -0.755733 0.914699 2.171964 -0.61 0.38 -0.47
H -2.200567 3.386782 0.907689 0.61 -0.24 0.89
H -0.893932 3.630426 2.218072 -0.56 -0.59 -0.36
C 4.706315 6.121458 -6.374140 0.10 0.04 -0.08
C 3.920962 5.220804 -5.608950 -0.06 -0.10 0.07
C 4.245096 3.951420 -6.012232 -0.03 -0.08 0.00
N 5.193013 4.050958 -6.994977 0.00 0.06 0.06
C 5.483023 5.370194 -7.217631 0.02 0.00 -0.07
H 4.702943 7.198173 -6.312021 0.01 -0.05 0.00
H 3.200093 5.475305 -4.847808 0.04 -0.02 -0.03
H 3.883937 2.988845 -5.687074 0.00 0.06 0.01
H 5.611678 3.275521 -7.477683 -0.03 0.08 0.06
H 6.213817 5.658693 -7.955664 -0.05 0.01 0.04
C -11.189369 -5.091045 -2.922091 0.01 0.12 -0.05
C -10.936720 -6.205773 -2.081461 0.04 -0.09 0.10
C -9.807137 -5.923179 -1.357965 0.06 -0.02 0.01
N -9.365482 -4.682917 -1.732450 -0.06 -0.09 0.04
C -10.205310 -4.167157 -2.681362 0.05 0.06 -0.04
H -12.001445 -4.978769 -3.622984 0.04 0.00 0.04
H -11.517931 -7.111900 -2.014462 0.03 0.05 0.00
H -9.280030 -6.495880 -0.612041 -0.04 0.00 -0.04
H -8.550642 -4.221336 -1.366665 -0.16 -0.03 -0.10
H -10.029439 -3.190671 -3.102763 -0.02 -0.05 0.01
C -5.386825 5.565198 6.480088 -0.11 -0.05 -0.05
C -4.019046 5.912385 6.630979 0.12 0.01 -0.03
C -3.294862 5.083591 5.814381 0.09 -0.02 -0.02
N -4.172059 4.246126 5.179043 0.00 0.08 0.00
C -5.449602 4.537036 5.576075 -0.05 -0.07 -0.02
H -6.229267 6.019084 6.977596 0.04 -0.03 -0.03
H -3.612560 6.683246 7.266401 -0.01 -0.04 -0.04
H -2.234390 5.015877 5.631389 -0.04 -0.01 0.06
H -3.917562 3.528771 4.522224 -0.06 0.05 0.06
H -6.289510 3.987520 5.182752 0.03 0.03 0.05
C -2.454797 -7.850979 1.657427 -0.03 0.12 -0.08
C -1.825352 -8.777004 2.528791 0.08 -0.07 0.07
C -0.480625 -8.514199 2.501722 0.07 -0.03 0.00
N -0.272496 -7.467966 1.644145 -0.07 0.02 0.03
C -1.472383 -7.053951 1.129523 0.04 0.03 -0.05
H -3.509204 -7.777007 1.442861 0.05 0.01 0.01
H -2.304949 -9.548493 3.110120 0.03 0.04 -0.03
H 0.344324 -8.980142 3.015876 -0.06 0.00 -0.02
H 0.622213 -7.064930 1.426719 -0.08 -0.03 0.03
H -1.521864 -6.232219 0.433069 -0.02 -0.05 0.02
```
Positions in Å, forces in eV/Å.